{
  "formula": "C37H100F2N8O14S2",
  "method": "ωB97M-V/def2-TZVPD",
  "elements": ["O", "H", "H", "H", "N", "S", "O", "O", "F", "S", "O", "O", "F", "C", "C", "O", "H", "H", "H", "H", "H", "H", "C", "C", "O", "H", "H", "H", "H", "H", "H", "C", "C", "C", "C", "C", "C", "N", "O", "C", "C", "C", "H", "H", "H", "H", "H", "H", "H", "H", "H", "H", "H", "H", "H", "H", "H", "H", "H", "H", "H", "C", "C", "C", "O", "C", "N", "H", "H", "H", "H", "H", "H", "H", "H", "H", "H", "H", "C", "C", "C", "O", "C", "N", "H", "H", "H", "H", "H", "H", "H", "H", "H", "H", "H", "C", "C", "C", "O", "C", "N", "H", "H", "H", "H", "H", "H", "H", "H", "H", "H", "H", "C", "C", "C", "O", "C", "N", "H", "H", "H", "H", "H", "H", "H", "H", "H", "H", "H", "C", "C", "C", "O", "C", "N", "H", "H", "H", "H", "H", "H", "H", "H", "H", "H", "H", "C", "C", "C", "O", "C", "N", "H", "H", "H", "H", "H", "H", "H", "H", "H", "H", "H"],
  "positions_angstrom": [[1.680, 0.143, 2.516], [1.666, 0.124, 1.556], [2.152, 0.944, 2.755], [0.806, 0.080, 2.907], [1.637, 0.372, 0.057], [1.505, 1.568, -0.805], [0.435, 2.481, -0.351], [1.951, 1.472, -2.171], [2.808, 2.239, -0.074], [0.588, -0.551, -0.915], [1.142, -1.357, -2.000], [-0.796, -0.128, -1.037], [0.440, -1.672, 0.219], [3.812, -2.407, -5.210], [3.196, -2.752, -3.825], [3.705, -3.977, -3.265], [3.446, -1.482, -5.656], [3.690, -3.218, -5.928], [4.869, -2.143, -5.172], [2.107, -2.783, -3.786], [3.454, -1.984, -3.096], [2.965, -4.589, -3.295], [3.876, -2.517, 1.623], [4.179, -1.971, 0.274], [4.086, -0.513, 0.265], [2.887, -2.190, 1.942], [4.546, -2.122, 2.386], [4.006, -3.599, 1.581], [3.339, -2.315, -0.329], [5.158, -2.199, -0.148], [3.202, -0.214, 0.042], [1.246, -1.221, 5.381], [0.004, -0.334, 5.538], [0.573, 0.801, 6.513], [-0.309, 2.088, 6.568], [-0.541, 2.588, 5.149], [-1.143, 1.514, 4.116], [-0.401, 0.269, 4.225], [-0.734, -0.700, 3.336], [-2.628, 1.373, 4.364], [-0.934, 2.183, 2.712], [-1.114, -1.120, 6.213], [1.092, -1.952, 4.587], [1.452, -1.771, 6.298], [2.132, -0.647, 5.109], [0.655, 0.365, 7.509], [1.619, 1.047, 6.326], [0.158, 2.893, 7.137], [-1.210, 1.864, 7.139], [0.386, 3.016, 4.767], [-1.135, 3.500, 5.192], [-3.100, 2.341, 4.192], [-3.157, 0.679, 3.711], [-2.802, 1.109, 5.407], [-1.335, 3.194, 2.642], [0.112, 2.276, 2.421], [-1.272, 1.547, 1.894], [-1.514, -1.911, 5.579], [-1.931, -0.514, 6.605], [-0.777, -1.683, 7.084], [-1.635, -0.973, 3.523], [-1.125, 2.955, -3.464], [-2.367, 2.123, -3.699], [-3.740, 2.742, -3.177], [-4.665, 1.788, -2.797], [-5.954, 2.266, -2.459], [-2.636, 1.648, -5.018], [-1.100, 3.204, -2.403], [-1.145, 3.887, -4.028], [-0.275, 2.301, -3.658], [-2.239, 1.189, -3.153], [-4.167, 3.493, -3.842], [-3.506, 3.334, -2.293], [-6.398, 2.803, -3.298], [-5.965, 3.000, -1.653], [-6.604, 1.425, -2.219], [-2.634, 2.445, -5.639], [-3.581, 1.304, -4.918], [2.357, -7.010, -1.634], [1.112, -6.155, -1.855], [0.851, -5.014, -0.743], [0.833, -5.575, 0.520], [0.689, -4.653, 1.523], [1.273, -5.562, -3.176], [3.341, -6.542, -1.632], [2.451, -7.768, -2.412], [2.426, -7.495, -0.661], [0.331, -6.907, -1.964], [-0.074, -4.471, -0.936], [1.614, -4.239, -0.822], [-0.232, -4.070, 1.515], [1.532, -3.969, 1.621], [0.518, -5.137, 2.484], [1.083, -6.306, -3.832], [0.421, -5.031, -3.291], [8.066, 1.464, -4.311], [7.268, 2.206, -3.296], [5.763, 1.839, -3.287], [5.236, 1.989, -4.602], [3.828, 1.892, -4.692], [7.805, 1.999, -1.967], [9.081, 1.842, -4.181], [7.546, 1.670, -5.246], [8.021, 0.379, -4.218], [7.400, 3.265, -3.519], [5.215, 2.363, -2.504], [5.627, 0.761, -3.197], [3.488, 1.979, -5.724], [3.329, 2.737, -4.218], [3.468, 0.938, -4.308], [7.359, 2.651, -1.338], [8.718, 2.430, -1.964], [-2.459, -1.843, -3.181], [-1.908, -3.276, -2.982], [-2.903, -4.296, -3.658], [-4.122, -4.300, -2.876], [-4.999, -5.378, -3.289], [-0.646, -3.184, -3.628], [-1.686, -1.079, -3.093], [-3.232, -1.661, -2.434], [-2.939, -1.583, -4.124], [-1.812, -3.588, -1.942], [-2.374, -5.243, -3.548], [-3.062, -4.182, -4.730], [-5.053, -5.396, -4.378], [-6.024, -5.070, -3.081], [-4.678, -6.326, -2.857], [-0.166, -2.402, -3.206], [-0.839, -2.797, -4.541], [-7.303, -0.994, 2.597], [-6.939, 0.434, 2.234], [-5.974, 0.593, 1.012], [-4.623, 0.192, 1.439], [-3.625, 0.381, 0.442], [-8.142, 1.165, 2.038], [-7.716, -1.246, 3.574], [-6.428, -1.599, 2.357], [-8.034, -1.363, 1.878], [-6.382, 0.936, 3.025], [-6.045, 1.631, 0.687], [-6.279, 0.029, 0.130], [-3.962, -0.081, -0.486], [-2.773, -0.187, 0.817], [-3.300, 1.404, 0.251], [-8.854, 0.891, 2.699], [-8.453, 0.826, 1.139], [-0.209, 5.652, 1.025], [1.112, 5.906, 1.683], [1.088, 5.737, 3.193], [2.394, 5.920, 3.765], [2.186, 5.833, 5.189], [2.108, 5.025, 1.086], [-0.323, 4.584, 1.213], [-0.144, 5.851, -0.045], [-1.076, 6.258, 1.285], [1.408, 6.915, 1.396], [0.738, 4.731, 3.425], [0.362, 6.427, 3.624], [3.114, 5.934, 5.751], [1.679, 4.940, 5.554], [1.487, 6.599, 5.526], [1.803, 4.075, 1.242], [2.067, 5.233, 0.099]],
  "spin_multiplicity": 1,
  "homo_lumo_gap_ha": 0.308,
  "lumo_energy_ev": -0.479
}

{
  "formula": "C37H100N4O25S7",
  "method": "ωB97M-V/def2-TZVPD",
  "elements": ["C", "C", "C", "O", "C", "N", "H", "H", "H", "H", "H", "H", "H", "H", "H", "H", "H", "C", "C", "C", "O", "C", "N", "H", "H", "H", "H", "H", "H", "H", "H", "H", "H", "H", "C", "C", "C", "O", "C", "N", "H", "H", "H", "H", "H", "H", "H", "H", "H", "H", "H", "C", "C", "C", "O", "C", "N", "H", "H", "H", "H", "H", "H", "H", "H", "H", "H", "H", "O", "S", "O", "O", "C", "C", "C", "H", "H", "H", "H", "H", "H", "H", "H", "O", "S", "O", "O", "C", "C", "C", "H", "H", "H", "H", "H", "H", "H", "H", "O", "S", "O", "O", "C", "C", "C", "H", "H", "H", "H", "H", "H", "H", "H", "O", "S", "O", "O", "C", "C", "C", "H", "H", "H", "H", "H", "H", "H", "H", "O", "S", "O", "O", "C", "C", "C", "H", "H", "H", "H", "H", "H", "H", "H", "O", "S", "O", "O", "C", "C", "C", "H", "H", "H", "H", "H", "H", "H", "H", "O", "S", "O", "O", "C", "C", "C", "H", "H", "H", "H", "H", "H", "H", "H"],
  "positions_angstrom": [[3.711, -1.241, 2.807], [5.130, -1.819, 2.462], [4.967, -3.237, 1.911], [4.612, -4.099, 2.970], [5.055, -5.436, 2.816], [5.671, -1.044, 1.376], [3.911, -0.266, 3.307], [3.288, -1.931, 3.564], [2.920, -1.196, 2.069], [5.721, -2.026, 3.405], [5.883, -3.548, 1.315], [4.207, -3.225, 1.205], [4.425, -5.983, 2.158], [4.953, -5.927, 3.858], [6.094, -5.661, 2.500], [5.853, -0.105, 1.782], [6.705, -1.274, 1.363], [1.078, -5.045, -0.465], [0.119, -5.094, 0.642], [0.199, -3.869, 1.549], [1.416, -3.876, 2.237], [1.352, -3.828, 3.638], [-1.172, -5.004, 0.004], [1.098, -4.036, -0.802], [0.987, -5.696, -1.305], [2.006, -5.261, -0.016], [0.359, -5.964, 1.267], [-0.689, -3.883, 2.262], [0.095, -2.957, 0.989], [0.473, -4.442, 4.029], [1.209, -2.774, 3.955], [2.328, -4.045, 4.053], [-1.297, -5.585, -0.789], [-1.960, -5.127, 0.633], [7.390, -4.151, -1.487], [6.965, -3.108, -2.452], [5.755, -2.309, -1.920], [4.712, -2.989, -1.294], [3.997, -3.811, -2.283], [7.983, -2.046, -2.605], [8.333, -4.652, -1.727], [6.543, -4.840, -1.321], [7.591, -3.724, -0.416], [6.712, -3.581, -3.397], [5.300, -1.652, -2.639], [6.184, -1.702, -1.146], [3.143, -4.263, -1.778], [4.684, -4.565, -2.673], [3.576, -3.095, -3.027], [8.878, -2.392, -3.027], [7.710, -1.270, -3.165], [-1.887, 6.422, 2.920], [-1.899, 6.916, 1.460], [-0.612, 6.461, 0.757], [0.513, 6.816, 1.575], [1.739, 6.865, 0.887], [-2.969, 6.223, 0.725], [-1.167, 6.982, 3.549], [-1.730, 5.287, 3.041], [-2.789, 6.711, 3.458], [-2.027, 7.980, 1.289], [-0.659, 7.021, -0.159], [-0.694, 5.418, 0.572], [1.990, 5.826, 0.642], [2.620, 7.125, 1.531], [1.625, 7.524, -0.011], [-3.772, 6.247, 1.318], [-2.677, 5.221, 0.607], [1.874, 2.548, -0.775], [3.021, 3.404, -0.799], [2.851, 4.693, -1.386], [3.535, 3.750, 0.698], [3.810, 2.557, 1.553], [3.721, 3.033, 3.027], [4.374, 2.486, -1.583], [4.725, 2.056, 1.266], [3.002, 1.840, 1.432], [3.602, 2.092, 3.650], [2.762, 3.579, 3.022], [4.569, 3.670, 3.444], [4.498, 1.474, -1.193], [5.273, 3.088, -1.404], [4.079, 2.518, -2.673], [-1.867, -1.432, -1.543], [-2.136, -2.258, -2.713], [-2.634, -1.745, -3.970], [-0.806, -3.046, -2.956], [-0.526, -3.854, -4.148], [0.961, -4.076, -4.172], [-3.269, -3.474, -2.132], [-0.892, -3.153, -4.970], [-1.251, -4.689, -4.079], [1.184, -4.754, -4.997], [1.177, -4.475, -3.160], [1.415, -3.050, -4.333], [-3.577, -4.127, -2.929], [-4.103, -2.951, -1.735], [-2.828, -3.912, -1.252], [-4.499, 3.134, -0.520], [-3.967, 3.023, -1.842], [-2.676, 2.393, -1.866], [-4.961, 2.035, -2.540], [-5.336, 0.866, -1.810], [-6.609, 0.377, -2.375], [-4.091, 4.416, -2.889], [-5.477, 1.066, -0.718], [-4.433, 0.243, -1.939], [-6.798, -0.628, -1.939], [-6.510, 0.236, -3.463], [-7.437, 1.111, -2.246], [-4.283, 5.255, -2.239], [-4.830, 4.235, -3.671], [-3.115, 4.439, -3.393], [0.966, -0.615, -4.317], [0.916, 0.820, -4.345], [2.094, 1.629, -4.520], [0.012, 1.127, -5.658], [-1.129, 0.352, -5.985], [-0.784, -0.737, -6.950], [-0.198, 1.390, -3.089], [-1.817, 1.118, -6.442], [-1.639, -0.068, -5.156], [-0.339, -0.258, -7.865], [-1.666, -1.260, -7.324], [-0.177, -1.488, -6.562], [-0.961, 0.605, -3.179], [-0.671, 2.312, -3.508], [0.204, 1.452, -2.096], [-2.744, -2.555, 1.398], [-3.871, -1.671, 1.204], [-4.840, -1.941, 0.150], [-4.658, -1.487, 2.558], [-4.065, -1.981, 3.802], [-5.047, -2.776, 4.497], [-3.262, -0.050, 1.069], [-3.745, -1.192, 4.412], [-3.209, -2.585, 3.468], [-5.878, -2.097, 4.863], [-4.701, -3.314, 5.426], [-5.496, -3.479, 3.802], [-4.110, 0.585, 1.252], [-2.917, 0.062, 0.028], [-2.434, 0.009, 1.720], [-4.699, 2.012, 4.433], [-4.440, 3.278, 3.891], [-3.279, 3.293, 3.040], [-5.747, 3.797, 3.117], [-6.355, 2.942, 2.150], [-7.295, 3.798, 1.478], [-4.497, 4.521, 5.079], [-6.779, 2.213, 2.834], [-5.561, 2.481, 1.571], [-7.710, 3.104, 0.697], [-6.738, 4.627, 1.066], [-8.165, 4.021, 2.208], [-4.084, 5.485, 4.669], [-3.749, 4.344, 5.869], [-5.535, 4.550, 5.370], [-0.658, 0.007, 2.778], [0.180, 1.061, 2.334], [1.036, 1.684, 3.278], [1.173, 0.546, 1.229], [0.673, -0.344, 0.144], [1.927, -1.041, -0.332], [-0.749, 2.281, 1.492], [0.125, 0.318, -0.557], [-0.034, -0.974, 0.625], [1.760, -1.435, -1.341], [2.122, -1.914, 0.326], [2.798, -0.424, -0.388], [-1.354, 1.749, 0.820], [-0.119, 3.018, 0.942], [-1.371, 2.707, 2.227]],
  "spin_multiplicity": 1,
  "homo_lumo_gap_ha": 0.342,
  "lumo_energy_ev": 0.322
}

{
  "formula": "C37H100N8O11",
  "method": "ωB97M-V/def2-TZVPD",
  "elements": ["C", "O", "H", "H", "H", "H", "C", "O", "C", "C", "N", "C", "C", "O", "C", "H", "H", "H", "H", "H", "H", "H", "H", "H", "H", "H", "H", "H", "H", "H", "C", "O", "C", "C", "N", "C", "C", "O", "C", "H", "H", "H", "H", "H", "H", "H", "H", "H", "H", "H", "H", "H", "H", "H", "C", "C", "C", "O", "C", "N", "H", "H", "H", "H", "H", "H", "H", "H", "H", "H", "H", "C", "C", "C", "O", "C", "N", "H", "H", "H", "H", "H", "H", "H", "H", "H", "H", "H", "C", "C", "C", "O", "C", "N", "H", "H", "H", "H", "H", "H", "H", "H", "H", "H", "H", "C", "C", "C", "O", "C", "N", "H", "H", "H", "H", "H", "H", "H", "H", "H", "H", "H", "C", "C", "C", "O", "C", "N", "H", "H", "H", "H", "H", "H", "H", "H", "H", "H", "H", "C", "C", "C", "O", "C", "N", "H", "H", "H", "H", "H", "H", "H", "H", "H", "H", "H"],
  "positions_angstrom": [[-3.480, 1.276, 2.678], [-3.853, 2.668, 2.607], [-4.324, 0.703, 2.290], [-2.677, 1.045, 1.979], [-3.197, 1.014, 3.697], [-4.301, 2.852, 3.436], [3.502, 2.761, -3.112], [2.663, 3.520, -2.233], [2.255, 2.857, -1.020], [3.377, 2.840, 0.027], [3.689, 4.079, 0.702], [5.082, 4.186, 1.283], [5.445, 3.026, 2.266], [6.825, 2.780, 2.322], [7.452, 3.456, 3.380], [3.145, 3.145, -4.067], [3.333, 1.683, -3.088], [4.562, 2.968, -2.962], [1.931, 1.866, -1.338], [1.415, 3.494, -0.738], [4.282, 2.549, -0.516], [3.157, 2.019, 0.712], [3.668, 4.758, -0.049], [5.028, 5.076, 1.911], [5.821, 4.308, 0.489], [4.990, 2.139, 1.824], [5.005, 3.224, 3.244], [7.220, 2.910, 4.297], [7.166, 4.506, 3.448], [8.516, 3.333, 3.177], [-0.135, 1.775, 4.077], [-0.773, 1.870, 5.323], [-0.941, 3.205, 5.830], [-1.325, 3.163, 7.351], [-1.207, 4.509, 7.836], [-1.502, 4.573, 9.268], [-0.920, 5.866, 9.925], [0.396, 6.147, 9.462], [1.333, 5.419, 10.227], [0.416, 0.843, 3.954], [0.528, 2.629, 3.924], [-0.883, 1.868, 3.286], [-1.660, 3.799, 5.263], [0.060, 3.641, 5.812], [-0.488, 2.602, 7.776], [-2.284, 2.776, 7.693], [-0.340, 4.957, 7.579], [-1.008, 3.754, 9.796], [-2.582, 4.581, 9.418], [-1.072, 5.951, 11.001], [-1.494, 6.698, 9.512], [1.011, 4.376, 10.221], [1.342, 5.650, 11.295], [2.275, 5.666, 9.741], [-0.689, 1.075, -2.587], [-0.949, -0.282, -1.894], [-1.774, -0.007, -0.565], [-0.954, 0.738, 0.332], [-0.180, -0.161, 1.149], [-1.628, -1.175, -2.836], [-1.552, 1.721, -2.752], [-0.265, 0.825, -3.560], [0.022, 1.661, -2.004], [0.043, -0.695, -1.696], [-2.249, -0.910, -0.177], [-2.540, 0.703, -0.881], [-0.813, -0.409, 2.002], [0.743, 0.353, 1.418], [0.207, -1.001, 0.570], [-2.127, -1.886, -2.320], [-0.949, -1.567, -3.474], [-0.821, -2.617, -6.921], [0.547, -2.443, -6.167], [1.755, -2.328, -7.155], [2.136, -0.999, -7.340], [2.879, -0.881, -8.547], [0.428, -1.182, -5.405], [-1.159, -1.731, -7.457], [-1.572, -2.839, -6.166], [-0.643, -3.499, -7.539], [0.811, -3.277, -5.518], [1.559, -2.977, -8.010], [2.584, -2.804, -6.624], [3.811, -1.445, -8.501], [3.149, 0.170, -8.655], [2.232, -1.118, -9.392], [1.330, -1.121, -4.944], [0.562, -0.400, -6.034], [-1.942, -4.297, -4.080], [-1.361, -5.690, -4.122], [-0.607, -6.056, -5.447], [-1.490, -5.960, -6.532], [-2.168, -7.190, -6.790], [-0.462, -5.850, -2.961], [-2.754, -4.224, -4.806], [-1.274, -3.466, -4.299], [-2.416, -4.169, -3.106], [-2.123, -6.443, -3.915], [-0.147, -7.046, -5.438], [0.243, -5.386, -5.588], [-3.139, -7.012, -7.253], [-2.276, -7.758, -5.867], [-1.580, -7.746, -7.522], [-0.790, -5.418, -2.108], [0.380, -5.347, -3.217], [-4.103, -3.563, -0.437], [-3.865, -5.029, -0.067], [-4.765, -6.092, -0.773], [-4.513, -7.394, -0.360], [-5.299, -8.422, -0.940], [-2.489, -5.360, -0.436], [-3.829, -3.456, -1.486], [-3.495, -2.933, 0.211], [-5.115, -3.190, -0.275], [-3.987, -5.200, 1.006], [-4.529, -6.021, -1.839], [-5.818, -5.912, -0.547], [-5.320, -9.333, -0.344], [-4.777, -8.694, -1.860], [-6.285, -8.078, -1.256], [-1.814, -4.895, 0.156], [-2.534, -6.351, -0.233], [-4.508, 3.224, -0.594], [-3.121, 3.871, -0.544], [-2.624, 4.667, -1.761], [-1.242, 4.938, -1.539], [-0.487, 5.001, -2.768], [-3.177, 4.774, 0.579], [-4.754, 2.667, 0.308], [-4.612, 2.501, -1.408], [-5.302, 3.938, -0.817], [-2.430, 3.039, -0.379], [-3.183, 5.604, -1.708], [-2.789, 4.202, -2.733], [-0.889, 5.842, -3.337], [-0.580, 4.093, -3.366], [0.567, 5.149, -2.537], [-2.295, 5.269, 0.645], [-3.057, 4.110, 1.337], [3.154, -0.606, 4.184], [2.851, -1.755, 3.211], [3.852, -1.764, 2.035], [3.980, -0.524, 1.336], [4.513, -0.662, 0.044], [2.631, -2.996, 3.886], [2.326, -0.250, 4.797], [3.419, 0.261, 3.575], [3.985, -0.839, 4.849], [1.903, -1.484, 2.742], [3.574, -2.535, 1.313], [4.794, -2.109, 2.470], [4.630, 0.130, -0.697], [3.930, -1.359, -0.564], [5.512, -1.103, 0.090], [2.052, -3.578, 3.294], [3.444, -3.584, 4.017]],
  "spin_multiplicity": 1,
  "homo_lumo_gap_ha": 0.321,
  "lumo_energy_ev": 0.186,
  "de_lowest_kcal_mol": 0.00
}